Record 1
Molecular formula: C5H7ClN2O2S
Method: DFT, ωB97M-V with the def2-TZVPD basis set

The geometry in XYZ format:
```
18
C5H7ClN2O2S (ωB97M-V with the def2-TZVPD basis set)
Cl 2.41824 -0.01420 -0.44459
S -0.50362 -1.91029 -2.84117
O -0.17177 0.88685 -0.55223
O -1.15243 -0.02361 2.90132
N 0.06612 -0.55398 -3.54678
N 0.48142 -1.67822 -1.43657
C -0.29190 1.08604 2.84994
C -0.93928 0.42705 0.46794
C -0.31135 0.04735 1.79023
C 0.82314 0.10096 -2.76529
C 0.98687 -0.40022 -1.39771
H -1.67332 -0.26162 -0.02675
H -0.83704 1.89111 2.54847
H 0.52011 1.11414 3.71095
H 0.62611 -0.73031 1.77794
H 0.53119 -2.13950 -0.54057
H -1.66651 1.17657 0.69386
H 1.09400 0.98188 -3.18899
```

Values from the calculation:
**LUMO level**: 0.115 eV
**Multiplicity**: 1
**E_HOMO**: -8.61 eV
**F_max**: 4.04 eV/Å
**Gap between HOMO and LUMO**: 0.32053 Eh
**Calculated total energy**: -35726.118 eV
**Molar mass**: 194.643 g mol⁻¹

Mulliken atomic charge list, values in e, 4 entries: -0.10, 0.11, -0.54, -0.44

Record 2
Molecular formula: C5H7ClN2OS
Method: DFT, ωB97M-V with the def2-TZVPD basis set

The geometry in XYZ format:
```
17
C5H7ClN2OS (ωB97M-V with the def2-TZVPD basis set)
Cl -0.03949 1.54992 -1.82363
S -0.55376 -1.77636 -0.99175
O 3.84680 0.26757 -1.26345
N 2.02218 -0.95998 -0.76647
N 0.58012 -0.26196 0.87313
C 2.99243 0.02203 -0.44845
C 2.75327 0.65939 0.85805
C 1.54084 0.48863 1.45299
C -1.94972 -0.91578 -0.06744
C 0.83913 -0.92290 -0.19192
H -2.72143 -0.91710 -0.78694
H 2.21566 -1.58618 -1.54320
H -1.54378 0.10898 -0.11163
H 3.46751 1.42021 1.25429
H 1.23871 0.94244 2.42166
H -0.10641 2.38330 -2.74129
H -2.31449 -1.41872 0.95045
```

Values from the calculation:
**LUMO level (spin up / spin down)**: 0.588 / -2.825 eV
**Multiplicity**: 3
**E_HOMO (spin up / spin down)**: -5.48 / -9.26 eV
**F_max**: 6.56 eV/Å
**Gap between HOMO and LUMO (spin up / spin down)**: 0.22296 / 0.23632 Eh
**Calculated total energy**: -33680.029 eV
**Molar mass**: 178.644 g mol⁻¹

Mulliken atomic charge list, values in e, 4 entries: -0.15, -0.06, -0.55, -0.07

Record 3
Molecular formula: C5H7ClO
Method: DFT, ωB97M-V with the def2-TZVPD basis set

The geometry in XYZ format:
```
14
C5H7ClO (ωB97M-V with the def2-TZVPD basis set)
Cl 2.73798 0.89692 -0.23096
O 1.45967 -1.59623 0.46588
C 1.30297 0.40091 0.41916
C 0.35865 -1.87721 -0.16602
C 0.10915 0.51904 -0.46003
C -1.11970 1.09908 0.23986
C -0.37119 -0.95285 -0.75038
H 0.22160 1.08992 -1.49358
H 1.11422 0.68680 1.48592
H 0.17065 -2.87702 -0.09452
H -1.36370 -1.19505 -1.01546
H -1.52732 0.46877 1.16404
H -1.07813 2.12987 0.75527
H -2.01484 1.20704 -0.31918
```

Values from the calculation:
**LUMO level**: 0.115 eV
**Multiplicity**: 1
**E_HOMO**: -8.21 eV
**F_max**: 4.63 eV/Å
**Gap between HOMO and LUMO**: 0.30607 Eh
**Calculated total energy**: -19865.014 eV
**Molar mass**: 118.563 g mol⁻¹

Mulliken atomic charge list, values in e, 4 entries: -0.12, -0.56, -0.01, -0.12

Record 4
Molecular formula: C5H7ClOS
Method: DFT, ωB97M-V with the def2-TZVPD basis set

The geometry in XYZ format:
```
15
C5H7ClOS (ωB97M-V with the def2-TZVPD basis set)
Cl 3.48048 -0.38397 0.01320
S -0.35835 1.79479 0.03643
O 2.05888 2.02873 0.90130
C 1.35191 1.31272 0.27318
C -1.35092 -0.96850 1.29153
C -1.52763 -0.79330 -0.01758
C 1.79837 -0.00639 -0.36309
C -1.17438 0.41914 -0.83259
H -1.96236 -1.60294 -0.59423
H 1.17961 -0.83359 -0.01080
H 1.70036 0.10280 -1.46464
H -0.57043 0.14956 -1.69566
H -1.64242 -1.88829 1.77669
H -2.07833 0.88499 -1.23194
H -0.90481 -0.21575 1.91817
```

Values from the calculation:
**LUMO level**: 0.593 eV
**SMILES**: C=CCSC(=O)CCl
**Multiplicity**: 1
**E_HOMO**: -9.83 eV
**F_max**: 1.05 eV/Å
**Gap between HOMO and LUMO**: 0.38295 Eh
**Calculated total energy**: -30702.910 eV
**Molar mass**: 150.630 g mol⁻¹

Mulliken atomic charge list, values in e, 4 entries: -0.17, -0.08, -0.50, 0.52

Record 5
Molecular formula: C5H7ClSe
Method: DFT, ωB97M-V with the def2-TZVPD basis set

The geometry in XYZ format:
```
14
C5H7ClSe (ωB97M-V with the def2-TZVPD basis set)
Se 1.22844 -1.93052 0.60537
Cl 1.31150 2.64329 -1.52616
C -0.19753 1.87751 -0.85138
C -1.10526 -0.17705 0.36716
C -0.12180 0.74912 -0.21435
C -0.62888 -1.70019 0.31128
C 1.62817 -0.05428 0.09271
H -1.04238 2.53371 -1.00933
H 2.25030 0.32718 -0.68588
H -0.77229 -2.20433 -0.65061
H -1.23281 -0.18833 1.46973
H -2.09611 -0.08015 -0.06448
H -1.11215 -2.21240 1.11271
H 1.89079 0.41643 1.04323
```

Values from the calculation:
**LUMO level**: 0.666 eV
**Multiplicity**: 1
**E_HOMO**: -8.38 eV
**F_max**: 5.02 eV/Å
**Gap between HOMO and LUMO**: 0.33255 Eh
**Calculated total energy**: -83164.525 eV
**Molar mass**: 181.524 g mol⁻¹

Mulliken atomic charge list, values in e, 4 entries: -0.01, -0.22, -0.25, -0.58

Record 6
Molecular formula: C5H7ErO3
Method: DFT, ωB97M-V with the def2-TZVPD basis set

The geometry in XYZ format:
```
16
C5H7ErO3 (ωB97M-V with the def2-TZVPD basis set)
Er -1.85417 -0.18202 -1.21131
O 2.16722 -1.93688 -0.74873
O 0.68671 -0.29415 -0.29820
O 0.05487 -1.89501 -1.56536
C -2.23728 -0.28199 1.25601
C 1.12337 -1.36814 -0.91538
C 1.56341 1.40882 1.51545
C -1.35149 0.21790 2.19487
C 1.02883 0.17137 1.42465
H 1.07019 2.20660 0.95425
H 1.52862 -0.65997 1.93045
H -0.99572 0.71647 3.10311
H 2.44655 1.56492 2.13344
H -3.29073 -0.57837 1.41661
H -2.46542 -0.15349 2.76740
H 0.16163 -2.83569 -1.75873
```

Values from the calculation:
**LUMO level (spin up / spin down)**: -5.379 / -5.285 eV
**Net charge**: +1
**Multiplicity**: 5
**E_HOMO (spin up / spin down)**: -9.46 / -11.12 eV
**F_max**: 5.20 eV/Å
**Gap between HOMO and LUMO (spin up / spin down)**: 0.15004 / 0.21452 Eh
**Calculated total energy**: -39044.305 eV
**Molar mass**: 282.368 g mol⁻¹

Mulliken atomic charge list, values in e, 4 entries: 1.10, -0.49, -0.43, -0.39

Record 7
Molecular formula: C5H7F
Method: DFT, ωB97M-V with the def2-TZVPD basis set

The geometry in XYZ format:
```
13
C5H7F (ωB97M-V with the def2-TZVPD basis set)
F -0.86309 -0.27301 -3.25950
C 0.06137 -0.76696 0.38235
C 0.00042 -0.33682 -1.04642
C 0.28133 1.52704 1.49878
C -1.01200 -0.52142 -1.89152
C 0.68343 0.24021 1.25296
H -0.52329 2.19450 1.10939
H 1.59222 -0.13959 1.63340
H 0.61408 -1.62651 0.61063
H 1.06507 2.06774 2.08979
H -0.89595 -1.10671 0.82564
H -1.94789 -1.13363 -1.66449
H 0.94429 -0.12482 -1.54102
```

Values from the calculation:
**LUMO level**: 1.132 eV
**SMILES**: C=CC/C=C/F
**Multiplicity**: 1
**E_HOMO**: -9.46 eV
**F_max**: 3.65 eV/Å
**Gap between HOMO and LUMO**: 0.38930 Eh
**Calculated total energy**: -8013.553 eV
**Molar mass**: 86.109 g mol⁻¹

Mulliken atomic charge list, values in e, 4 entries: -0.26, -0.51, -0.17, -0.67

Record 8
Molecular formula: C5H7F
Method: DFT, ωB97M-V with the def2-TZVPD basis set

The geometry in XYZ format:
```
13
C5H7F (ωB97M-V with the def2-TZVPD basis set)
F 2.06795 -0.56535 0.29702
C 1.48206 0.63126 -0.03021
C -0.29519 0.78637 0.65910
C 0.21444 0.66454 -0.81379
C -0.84464 -0.65945 0.70469
C -0.55143 -0.74247 -0.83240
H -1.46302 -0.80698 -1.34981
H -0.28945 1.40664 1.51691
H -0.12847 1.23202 -1.62729
H 1.97509 1.52934 0.27429
H 0.10659 -1.62013 -1.12908
H -1.85962 -0.60810 0.85143
H -0.41431 -1.24766 1.47915
```

Values from the calculation:
**LUMO level**: 1.197 eV
**Multiplicity**: 1
**E_HOMO**: -8.24 eV
**F_max**: 4.53 eV/Å
**Gap between HOMO and LUMO**: 0.34698 Eh
**Calculated total energy**: -8012.055 eV
**Molar mass**: 86.109 g mol⁻¹

Mulliken atomic charge list, values in e, 4 entries: -0.28, -0.32, -0.53, -0.16